Density functional theory data (wB97M-V/def2-TZVPD) for the molecule C7H8N2.

```
17
Properties=species:S:1:pos:R:3:forces:R:3
C -0.4387 2.3450 -0.0014 0.3 0.1 0.1
C -1.6034 1.5531 -0.0042 0.0 -0.4 0.0
C 0.6643 1.5328 -0.0068 0.1 0.3 -0.1
C -1.2986 0.2254 -0.0227 4.8 1.0 -0.1
C 2.4639 -0.8696 0.1116 -0.1 -0.1 0.0
C -2.0107 -0.9993 0.0088 -0.3 -1.0 0.0
C 1.1601 -0.8681 -0.1462 0.6 -0.6 0.0
N -3.2801 -1.0062 0.0430 -0.4 0.1 0.0
N 0.3405 0.2291 -0.0336 -5.2 0.3 0.1
H -0.4065 3.4199 -0.0042 0.0 0.1 0.0
H -2.6064 1.9365 0.0049 -0.2 -0.1 0.0
H 1.6948 1.8377 -0.0251 0.1 0.0 0.0
H 3.0520 -1.7551 -0.0500 0.0 -0.2 0.0
H 2.9810 -0.0072 0.4968 0.0 0.2 0.0
H -1.3956 -1.9126 0.0118 -0.2 0.2 0.0
H 0.6698 -1.7699 -0.4937 0.0 0.1 0.0
H -3.6884 -1.9384 0.0639 0.3 0.0 0.0
```
Positions in Å, forces in eV/Å.

Computed properties:
- SMILES: [H]/N=C/c1cccn1C=C
- Charge: 0
- Kohn-Sham gap: 8.54 eV
- Relative energy (zero: lowest compared OMol25 entry of this formula, charge and spin): 127.7 kJ/mol
- HOMO energy: -8.17 eV

=====

Density functional theory data (wB97M-V/def2-TZVPD) for a cluster of 2 separate species, C6H16N in total.

```
23
Properties=species:S:1:pos:R:3:forces:R:3
C 1.7151 0.5017 1.7246 0.1 0.2 -1.4
C 0.6475 0.8480 0.6881 -1.5 -0.5 1.1
C -0.2942 -0.1146 0.2569 1.1 -0.4 2.2
C 1.0097 0.6072 -0.8774 -1.0 0.1 -3.1
C 0.1902 1.1913 -2.1158 0.5 0.4 1.5
C -0.7674 0.1713 -2.7257 1.0 -0.1 -0.1
N -1.8592 -2.2565 2.7972 0.8 0.5 -0.4
H 2.3157 1.3742 1.9681 -0.1 0.0 0.0
H 1.2187 0.1151 2.6080 0.1 -0.1 0.1
H 2.3654 -0.2288 1.2424 0.1 -0.3 0.5
H 0.1600 1.8175 0.7238 0.4 0.2 0.3
H -0.0362 -1.1677 0.2632 0.2 0.1 0.0
H -1.3650 0.0623 0.3467 0.0 0.7 -1.6
H 1.2979 -0.3843 -1.2325 0.3 -0.2 0.7
H 1.9456 1.1789 -0.8984 -0.1 0.0 0.7
H -0.2964 2.1306 -1.8393 -0.2 -0.2 0.1
H 1.0144 1.5348 -2.7383 -0.3 -0.4 -0.7
H -1.7461 0.1591 -2.2542 -0.1 0.2 -0.1
H -0.3449 -0.8300 -2.5981 0.0 0.0 -0.2
H -0.8237 0.3445 -3.7973 -0.4 0.0 0.0
H -1.7837 -3.2438 2.9761 -0.2 0.0 0.1
H -2.2542 -1.7419 3.5713 -0.2 -0.2 -0.2
H -2.3093 -2.0690 1.9106 -0.4 -0.2 0.5
```
Positions in Å, forces in eV/Å.

Computed properties:
- Charge: +1
- Kohn-Sham gap: 7.71 eV
- Relative energy (zero: lowest compared OMol25 entry of this formula, charge and spin): 327.1 kJ/mol
- HOMO energy: -13.07 eV

=====

Density functional theory data (wB97M-V/def2-TZVPD) for a structure of composition C38H33Cl2N4O2PSSe2W.

```
84
Properties=species:S:1:pos:R:3:forces:R:3
W 0.5992 -1.0521 -1.4460 0.1 -0.7 0.1
N 1.4157 -2.2841 -5.3758 0.0 0.0 0.0
C 1.0235 -1.5639 -4.3484 -0.1 0.0 0.1
O 0.8284 -2.1311 -3.2335 0.0 0.0 -0.3
C 0.7886 -0.0982 -4.4248 0.0 0.0 0.0
C 0.1465 0.3263 -3.1024 -0.1 0.1 -0.2
H 1.6133 -3.2665 -5.2536 0.0 0.0 0.0
H 1.5550 -1.8635 -6.2799 0.0 0.0 0.0
H 0.1800 0.1337 -5.3033 0.0 0.0 0.0
H 1.7586 0.3803 -4.5832 0.0 0.0 0.0
H -0.9385 0.3820 -3.2140 0.1 0.0 0.0
H 0.4750 1.3265 -2.8411 0.0 -0.1 -0.1
Cl 1.2334 -1.0984 1.0764 0.1 0.0 0.2
C 2.4427 -2.3573 1.3975 -0.1 0.2 -0.1
C 2.8450 -2.4873 2.7113 0.1 -0.1 -0.1
C 3.7745 -3.4770 2.9898 0.0 0.0 0.0
C 4.2505 -4.2875 1.9678 0.0 0.1 0.0
C 3.8069 -4.1176 0.6677 0.0 0.0 -0.1
Cl 4.4228 -5.1547 -0.5678 0.0 0.0 0.0
C 2.8717 -3.1248 0.3305 0.1 0.0 0.2
S 2.2896 -2.9217 -1.2984 0.0 0.1 0.1
H 2.4441 -1.8434 3.4804 0.0 0.0 0.0
H 4.1271 -3.6186 4.0003 0.0 0.0 0.0
H 4.9726 -5.0637 2.1737 0.0 0.0 0.0
O 3.1239 -0.2612 -2.5689 -0.1 0.4 -0.2
N 2.3508 0.2544 -1.5130 0.1 0.2 0.6
C 2.9473 1.1656 -0.8242 -0.2 0.0 -0.3
C 2.5335 2.1110 0.2276 0.2 -0.1 -0.1
C 3.6385 2.8890 0.6335 -0.1 0.0 0.1
C 3.5206 3.9625 1.4955 -0.1 -0.1 -0.1
C 2.2609 4.3077 1.9530 0.1 0.0 0.0
C 1.1641 3.5486 1.5765 0.0 0.1 0.1
C 1.2644 2.4307 0.7532 -0.1 0.0 0.0
P -0.4643 1.8166 0.3793 0.1 -0.2 -0.1
C -2.1733 2.5120 0.5919 0.1 0.2 0.0
C -2.7284 2.8887 1.9272 -0.1 0.0 0.1
C -4.0124 3.2200 2.0893 0.0 0.0 0.0
C -5.0709 3.2546 1.0678 0.0 0.0 -0.1
C -4.9740 2.9846 -0.2384 -0.1 0.0 0.0
C -3.7089 2.5800 -0.9413 -0.1 0.0 -0.1
C -0.6016 0.8379 2.0333 0.0 -0.1 0.0
C -1.5957 -0.1353 2.2094 0.0 0.0 -0.1
C -1.7519 -0.8300 3.3962 0.0 0.0 0.1
C -0.9177 -0.5659 4.4736 -0.1 0.0 0.0
C 0.0614 0.4020 4.3371 0.0 0.0 0.0
C 0.2152 1.0863 3.1380 0.0 0.1 0.0
H 4.0000 -0.4748 -2.2177 0.1 -0.2 0.1
H 3.9779 1.3422 -1.1284 0.0 0.0 -0.1
H 4.6185 2.6495 0.2445 0.0 0.0 0.0
H 4.3931 4.5323 1.7788 0.0 0.0 0.0
H 2.1238 5.1595 2.6043 0.0 0.0 0.0
H 0.1951 3.8430 1.9700 0.0 0.0 0.0
H -2.0678 2.9059 2.7844 0.0 0.0 0.0
H -4.3306 3.5023 3.0845 0.0 0.0 0.0
H -6.0475 3.5380 1.4371 0.0 0.0 0.0
H -5.8657 3.0644 -0.8463 0.0 0.0 0.0
H -3.8590 2.4199 -2.0084 0.0 0.0 0.0
H -2.2608 -0.4156 1.4062 0.0 0.0 0.0
H -2.5278 -1.5793 3.4791 0.0 0.0 0.0
H -1.0375 -1.1009 5.4057 0.0 0.0 0.0
H 0.7135 0.6338 5.1690 0.0 0.0 0.0
H 1.0173 1.8053 3.0918 0.0 0.0 0.0
Se -2.3005 -2.0240 -3.2968 0.1 -0.1 -0.1
Se -3.4321 -0.7131 -1.7763 0.1 0.0 0.0
C -2.1840 0.3948 -0.8366 -0.1 0.2 0.2
C -3.0341 1.4326 -0.1391 0.1 -0.2 0.0
C -2.5334 3.5063 -0.5275 0.0 0.1 0.0
C -1.3887 3.5855 -1.4764 0.1 -0.1 0.1
C -0.3361 2.8296 -1.1976 -0.1 0.1 0.0
N -0.9203 0.3243 -0.6090 -0.1 0.1 -0.1
C -1.6384 -3.2896 -2.0198 -0.2 0.1 0.1
C -2.0829 -4.5954 -2.0638 0.0 0.0 0.1
C -1.7453 -5.4502 -1.0245 0.0 0.0 0.1
C -1.0198 -4.9444 0.0397 0.0 0.1 -0.1
C -0.5815 -3.6347 -0.0164 0.0 0.0 0.0
N -0.8412 -2.8124 -1.0476 0.1 0.1 -0.1
H -3.7407 0.9026 0.5052 0.0 0.0 0.0
H -2.8532 4.4903 -0.1838 0.0 0.0 0.0
H -1.4399 4.2664 -2.3168 0.0 0.0 -0.1
H 0.5808 2.8919 -1.7710 0.0 0.0 0.0
H -2.7231 -4.9226 -2.8698 0.0 0.0 0.0
H -2.0797 -6.4781 -1.0305 0.0 0.0 0.0
H -0.7714 -5.5504 0.8975 0.0 0.0 0.0
H 0.0160 -3.2318 0.7866 0.0 0.0 0.0
```
Positions in Å, forces in eV/Å.

Computed properties:
- ⟨S²⟩: 2.02
- 2S+1: 3
- Charge: +2
- Kohn-Sham gap (alpha / beta): 6.99 / 6.83 eV
- Relative energy (zero: lowest compared OMol25 entry of this formula, charge and spin): 432.1 kJ/mol
- HOMO energy (alpha / beta): -12.55 / -12.86 eV

=====

Density functional theory data (wB97M-V/def2-TZVPD) for a cluster of 4 separate species, C17H26BF9N2O9 in total.

```
64
Properties=species:S:1:pos:R:3:forces:R:3
C 1.6109 1.9602 2.3063 0.0 0.8 -0.9
C 1.6971 0.9337 1.2266 0.5 0.3 -0.6
C 3.0162 0.2193 1.0842 -0.8 -0.4 0.4
N 0.6992 0.7396 0.4555 -1.3 -0.6 2.1
C 0.1532 -0.6024 0.3068 0.9 0.5 -1.6
O -1.2269 -0.5029 -0.1375 0.0 0.4 0.3
C -1.9707 0.4030 0.5498 -2.1 -0.8 1.3
O -2.9264 0.0549 1.2278 1.4 0.3 -1.3
B 0.1344 -1.4704 1.6530 0.0 -0.2 0.3
N -0.3538 -0.9649 2.9167 0.1 0.1 -0.5
O 0.6436 -2.7365 1.5920 0.5 0.3 0.2
H 0.7018 2.5201 2.1368 -0.2 0.3 0.1
H 1.4977 1.4531 3.2566 0.1 -0.3 0.2
H 2.4679 2.6254 2.3440 0.2 0.1 0.2
H 2.9905 -0.4148 0.2102 0.2 -0.3 -0.2
H 3.7640 0.9905 0.9539 0.4 0.1 0.0
H 3.2393 -0.3620 1.9725 0.3 -0.1 0.2
H 0.6448 -1.1544 -0.5018 -0.1 -0.2 -0.2
H -1.7440 1.4606 0.4502 0.5 0.0 -0.3
H -1.3194 -1.2065 3.0929 -0.2 0.4 0.2
H 0.2168 -1.2611 3.6938 -0.2 -0.3 0.2
H 1.2009 -2.8403 0.8177 -0.1 -0.4 -0.3
C 1.4711 2.9653 -3.2015 0.1 0.1 -0.3
C 2.3555 1.8662 -2.6560 -0.5 0.1 0.4
O 3.1602 1.2794 -3.6973 0.0 -0.2 0.0
C 4.2548 1.9401 -4.0276 -0.3 -0.1 0.2
O 4.6432 2.9641 -3.5541 0.2 0.2 0.0
C 5.0161 1.1621 -5.1138 0.0 0.0 -0.2
F 4.1931 0.7309 -6.0702 -0.1 0.0 -0.1
F 5.6204 0.0976 -4.5744 0.0 -0.1 0.1
F 5.9430 1.9252 -5.6758 0.1 0.1 0.0
H 0.8646 2.5894 -4.0256 -0.1 -0.1 0.1
H 0.8128 3.3409 -2.4192 0.0 0.0 0.0
H 2.0653 3.7952 -3.5829 0.0 0.0 0.1
H 1.7445 1.0573 -2.2615 0.1 -0.2 -0.2
H 2.9907 2.2261 -1.8473 0.2 0.0 -0.1
C -2.2362 -1.8491 -3.6321 0.1 0.1 -0.2
C -1.2781 -2.9405 -3.2074 -0.6 0.1 0.4
O -0.3717 -3.2758 -4.2767 0.1 -0.1 0.0
C 0.6677 -2.4714 -4.4140 -0.2 -0.2 0.1
O 0.9254 -1.5172 -3.7441 0.2 0.2 0.1
C 1.5615 -2.9698 -5.5617 0.1 0.1 -0.2
F 0.8375 -3.2968 -6.6332 -0.1 0.0 -0.1
F 2.2402 -4.0546 -5.1718 0.0 -0.1 0.1
F 2.4331 -2.0381 -5.9157 0.1 0.1 0.0
H -2.7639 -2.1413 -4.5404 -0.1 -0.1 0.1
H -2.9638 -1.6535 -2.8460 0.0 0.0 0.0
H -1.7041 -0.9228 -3.8461 0.0 0.0 0.1
H -1.8268 -3.8510 -2.9794 0.1 -0.1 -0.2
H -0.7195 -2.6619 -2.3152 0.1 0.1 -0.1
C -4.6334 0.8283 3.7838 0.0 -0.3 0.2
C -4.4403 1.6789 5.0189 -0.2 0.3 -0.5
O -4.3770 0.8672 6.2108 -0.1 0.0 0.2
C -3.2138 0.2981 6.4667 -0.2 0.2 -0.2
O -2.2143 0.3847 5.8206 0.3 -0.1 0.0
C -3.3060 -0.4901 7.7840 0.0 -0.2 0.1
F -4.4218 -1.2189 7.8387 -0.1 -0.1 0.0
F -3.3088 0.3518 8.8227 0.0 0.1 0.1
F -2.2698 -1.3077 7.9153 0.2 -0.1 0.0
H -5.5143 0.1942 3.8924 -0.1 0.1 0.0
H -4.7564 1.4549 2.9032 0.0 0.0 0.0
H -3.7793 0.1769 3.6186 0.1 0.1 -0.1
H -5.2900 2.3421 5.1635 -0.1 -0.1 0.2
H -3.5486 2.2996 4.9436 0.1 -0.1 0.1
```
Positions in Å, forces in eV/Å.

Computed properties:
- SMILES: CC(C)=N[C@H](OC=O)B(N)O.CCOC(=O)C(F)(F)F.CCOC(=O)C(F)(F)F.CCOC(=O)C(F)(F)F
- Charge: 0
- Kohn-Sham gap: 9.24 eV
- HOMO energy: -9.05 eV

=====

Density functional theory data (wB97M-V/def2-TZVPD) for the molecule C6H10O.

```
17
Properties=species:S:1:pos:R:3:forces:R:3
C 0.1172 1.2196 1.3758 -0.5 0.3 -0.6
C 1.1422 0.9225 0.3481 0.5 0.3 0.0
O 1.6987 -0.3253 0.0935 0.2 -0.1 0.1
C 0.9560 -0.9077 -0.9635 -0.2 -0.1 -0.1
C -0.4661 -0.3032 -0.8596 0.0 0.1 0.4
C -1.3545 -1.0549 0.1170 -0.1 -0.2 0.1
C -0.1645 1.1341 -0.2859 0.0 0.3 0.6
H -1.0264 -0.7869 1.1165 -0.3 -0.4 0.0
H -0.6327 0.6716 1.9146 0.6 -0.9 0.0
H 0.5070 1.9924 2.0623 -1.0 0.6 -1.2
H 1.8178 1.7674 0.2959 0.5 -0.2 0.0
H 1.4458 -0.6860 -1.9272 -0.2 0.1 0.2
H 0.9790 -1.9946 -0.8261 -0.1 0.2 0.0
H -0.9155 -0.3018 -1.8692 0.1 0.4 0.5
H -1.2775 -2.1398 0.0450 -0.1 0.0 -0.3
H -2.3952 -0.7416 -0.0077 0.1 -0.1 0.1
H -0.4973 1.9884 -0.8739 0.5 -0.1 0.2
```
Positions in Å, forces in eV/Å.

Computed properties:
- SMILES: C[C@@H]1CO[C@@H]2C[C@H]12
- Charge: 0
- Kohn-Sham gap: 10.25 eV
- Relative energy (zero: lowest compared OMol25 entry of this formula, charge and spin): 223.7 kJ/mol
- HOMO energy: -9.17 eV

=====

Density functional theory data (wB97M-V/def2-TZVPD) for the molecule C6H15NO.

```
23
Properties=species:S:1:pos:R:3:forces:R:3
C -0.4256 1.2022 0.9397 -1.3 2.2 0.2
C -1.4410 0.2139 0.4700 -0.6 -0.8 -3.3
C -2.0362 0.6878 -0.9160 2.5 1.7 0.3
O -2.4657 -0.0387 1.3866 -0.5 1.7 1.9
C 0.9948 0.9774 0.5792 3.7 0.1 2.1
N 1.6072 -0.4206 0.7995 -1.2 2.5 -0.4
C 2.1205 -0.9986 -0.4249 1.6 -1.0 1.2
C 1.0487 -1.8037 -1.1749 0.5 -0.6 0.6
H -0.7481 2.3104 0.6269 0.7 -2.3 0.6
H -0.5436 1.1803 2.0119 0.4 0.1 0.7
H -1.0158 -0.7854 0.2279 0.0 0.7 0.7
H -1.2142 1.1242 -1.6171 -1.1 -1.2 1.1
H -2.6338 1.5635 -0.7512 -0.6 0.4 0.3
H -2.6169 -0.0301 -1.4184 -0.6 -1.1 -0.6
H -2.4771 0.7180 2.0548 -0.2 -1.5 -1.4
H 1.6827 1.5768 1.3392 -1.7 -0.5 -1.6
H 1.2641 1.3851 -0.4054 -0.2 -0.5 0.1
H 0.9428 -1.0269 1.2681 0.0 0.0 -0.2
H 2.5741 -0.2142 -1.0830 -0.5 -0.5 0.7
H 3.0354 -1.5645 0.0240 -1.4 0.1 -1.7
H 1.4137 -1.9128 -2.2017 -0.9 0.0 -0.1
H 0.8699 -2.8169 -0.7475 0.6 0.5 -0.2
H 0.0638 -1.3272 -0.9876 0.8 0.1 -1.2
```
Positions in Å, forces in eV/Å.

Computed properties:
- SMILES: CCNCC[C@H](C)O
- Charge: 0
- Kohn-Sham gap: 9.45 eV
- Relative energy (zero: lowest compared OMol25 entry of this formula, charge and spin): 265.8 kJ/mol
- HOMO energy: -8.52 eV

=====

We obtain M values of 120.2 102.2 1053.4 584.2 98.1 117.2 g mol⁻¹ for the records listed above, in that order.
We obtain electronic energy values of -10366.8591 -7962.0419 -227666.7564 -64593.8311 -8428.9215 -10001.0021 eV for the records listed above, in that order.